1.
# C4H12OSi

2 unconnected molecules or ions with the total composition C4H12OSi at a distorted geometry (ωB97M-V with the def2-TZVPD basis set, the OMol25 dataset).

* F_max: 2.962 eV/A
* energy above the lowest of the compared OMol25 structures with the same formula, charge and spin: 110.2 kcal/mol
* spin multiplicity: 1
* frontier orbital gap: 9.8564 eV

Atoms and positions in Å:
C (2.032, -0.571, -0.545)
C (-1.926, 1.448, 0.544)
C (-1.182, -1.254, -0.959)
C (1.250, 0.579, 0.014)
O (1.704, 1.073, 1.288)
Si (-0.569, 0.000, 0.357)
H (1.954, -1.490, 0.091)
H (1.480, -0.749, -1.458)
H (3.025, -0.277, -0.796)
H (-2.472, 1.402, 1.440)
H (-1.379, 2.402, 0.513)
H (-2.661, 1.186, -0.300)
H (-1.375, -2.238, -0.634)
H (-2.231, -0.909, -1.314)
H (-0.520, -1.324, -1.935)
H (1.408, 1.425, -0.597)
H (1.554, 0.350, 1.970)
H (-0.093, -1.052, 2.322)

These are the Mulliken partial charges, in e, on atoms 1 to 8: -1.07 -1.04 -1.05 -0.13 -0.56 0.39 0.26 0.27

2.
# C4H12S

2 unconnected molecules or ions with the total composition C4H12S at a distorted geometry (ωB97M-V with the def2-TZVPD basis set, the OMol25 dataset).

* F_max: 5.734 eV/A
* SMILES string: CSC.CC
* energy above the lowest of the compared OMol25 structures with the same formula, charge and spin: 31.0 kcal/mol
* spin multiplicity: 1
* frontier orbital gap: 9.5102 eV

Atoms and positions in Å:
C (-1.658, 0.640, 0.109)
S (-1.128, -1.055, -0.004)
C (-2.575, -2.140, 0.354)
H (-2.271, 0.946, 1.020)
H (-0.595, 1.148, 0.229)
H (-2.059, 1.037, -0.806)
H (-3.272, -1.495, 0.961)
H (-2.247, -3.052, 0.785)
H (-3.169, -2.333, -0.623)
C (1.583, 0.865, -0.431)
C (3.152, 0.717, -0.060)
H (1.165, 1.641, 0.105)
H (1.427, 1.086, -1.422)
H (1.118, -0.099, -0.238)
H (3.334, 1.179, 0.897)
H (3.850, 1.160, -0.840)
H (3.346, -0.244, -0.036)

These are the Mulliken partial charges, in e, on atoms 1 to 8: -0.47 0.00 -0.79 0.33 -0.04 0.28 0.22 0.30

3.
# C4H12S

2 unconnected molecules or ions with the total composition C4H12S (ωB97M-V with the def2-TZVPD basis set, the OMol25 dataset).

* F_max: 0.571 eV/A
* SMILES string: CCS.CC
* energy above the lowest of the compared OMol25 structures with the same formula, charge and spin: 0.0 kcal/mol
* spin multiplicity: 1
* frontier orbital gap: 10.0188 eV

Atoms and positions in Å:
C (0.299, 1.339, 1.771)
C (-1.132, 1.291, 1.269)
S (-2.049, -0.144, 1.907)
H (0.348, 1.558, 2.847)
H (0.836, 2.154, 1.295)
H (0.800, 0.381, 1.598)
H (-1.681, 2.217, 1.434)
H (-1.131, 1.125, 0.193)
H (-2.159, 0.311, 3.160)
C (0.652, -0.924, -1.268)
C (0.836, -1.636, -2.602)
H (0.450, 0.138, -1.421)
H (-0.213, -1.320, -0.748)
H (1.514, -0.954, -0.602)
H (1.551, -1.125, -3.237)
H (-0.108, -1.753, -3.133)
H (1.189, -2.659, -2.464)

These are the Mulliken partial charges, in e, on atoms 1 to 8: -0.89 -0.46 -0.21 0.37 0.29 0.24 0.37 0.20

4.
# C4H12S

2 unconnected molecules or ions with the total composition C4H12S at a distorted geometry (ωB97M-V with the def2-TZVPD basis set, the OMol25 dataset).

* F_max: 2.295 eV/A
* SMILES string: CSC.CC
* energy above the lowest of the compared OMol25 structures with the same formula, charge and spin: 11.1 kcal/mol
* spin multiplicity: 1
* frontier orbital gap: 9.4716 eV

Atoms and positions in Å:
C (-0.626, -1.358, -3.170)
S (0.091, -0.613, -1.679)
C (-1.199, -0.714, -0.402)
H (0.151, -1.128, -3.883)
H (-0.915, -2.393, -3.031)
H (-1.560, -0.866, -3.459)
H (-1.174, -1.661, 0.127)
H (-2.163, -0.514, -0.863)
H (-0.935, 0.086, 0.287)
C (0.825, 2.342, 2.919)
C (1.180, 0.996, 3.605)
H (1.706, 2.964, 2.840)
H (0.652, 2.128, 1.854)
H (-0.077, 2.885, 3.186)
H (1.868, 0.473, 2.953)
H (1.557, 1.173, 4.608)
H (0.199, 0.527, 3.699)

These are the Mulliken partial charges, in e, on atoms 1 to 8: -0.82 -0.05 -0.63 0.27 0.29 0.28 0.26 0.27

5.
# C4H12S

2 unconnected molecules or ions with the total composition C4H12S at a distorted geometry (ωB97M-V with the def2-TZVPD basis set, the OMol25 dataset).

* F_max: 5.081 eV/A
* SMILES string: CCS.CC
* energy above the lowest of the compared OMol25 structures with the same formula, charge and spin: 24.9 kcal/mol
* spin multiplicity: 1
* frontier orbital gap: 10.0731 eV

Atoms and positions in Å:
C (2.263, -0.321, -1.175)
C (2.388, 1.205, -1.212)
S (0.655, 2.060, -1.324)
H (1.166, -0.506, -0.692)
H (2.969, -0.733, -0.472)
H (2.288, -0.768, -2.098)
H (2.855, 1.593, -0.237)
H (3.172, 1.548, -1.950)
H (-0.032, 1.021, -1.937)
C (-2.917, -0.439, 1.038)
C (-1.581, -0.804, 1.704)
H (-2.702, 0.027, 0.064)
H (-3.444, -1.346, 0.946)
H (-3.446, 0.382, 1.602)
H (-1.284, -0.128, 2.505)
H (-0.651, -0.974, 1.092)
H (-1.700, -1.816, 2.144)

These are the Mulliken partial charges, in e, on atoms 1 to 8: -0.63 -0.34 -0.24 -0.08 0.31 0.31 0.26 0.32

6.
# C4H12S

2 unconnected molecules or ions with the total composition C4H12S at a distorted geometry (ωB97M-V with the def2-TZVPD basis set, the OMol25 dataset).

* F_max: 2.205 eV/A
* SMILES string: CSC.CC
* energy above the lowest of the compared OMol25 structures with the same formula, charge and spin: 12.0 kcal/mol
* spin multiplicity: 1
* frontier orbital gap: 9.5733 eV

Atoms and positions in Å:
C (0.776, -0.548, -1.579)
S (0.173, -1.519, -0.134)
C (1.496, -0.911, 0.969)
H (1.565, -1.054, -2.119)
H (-0.034, -0.574, -2.315)
H (0.845, 0.499, -1.312)
H (1.314, -1.434, 1.910)
H (1.640, 0.166, 1.025)
H (2.415, -1.370, 0.625)
C (-1.301, 1.653, 1.085)
C (-1.384, 2.539, -0.216)
H (-1.275, 0.576, 0.870)
H (-0.390, 2.033, 1.550)
H (-2.199, 1.768, 1.695)
H (-1.316, 3.611, -0.035)
H (-2.203, 2.232, -0.849)
H (-0.522, 2.274, -0.823)

These are the Mulliken partial charges, in e, on atoms 1 to 8: -0.74 -0.11 -0.83 0.34 0.31 0.12 0.29 0.26

7.
# C4H12S2

2 unconnected molecules or ions with the total composition C4H12S2 at a distorted geometry (ωB97M-V with the def2-TZVPD basis set, the OMol25 dataset).

* F_max: 6.021 eV/A
* SMILES string: CCC.CSS
* energy above the lowest of the compared OMol25 structures with the same formula, charge and spin: 56.1 kcal/mol
* spin multiplicity: 1
* frontier orbital gap: 9.3370 eV

Atoms and positions in Å:
C (-2.332, -1.908, 5.013)
C (-3.132, -2.867, 4.067)
C (-4.342, -2.067, 3.420)
H (-1.761, -1.124, 4.444)
H (-1.640, -2.506, 5.792)
H (-3.054, -1.350, 5.577)
H (-3.482, -3.625, 4.861)
H (-2.623, -3.551, 3.379)
H (-3.943, -1.634, 2.559)
H (-5.248, -2.714, 3.351)
H (-4.990, -1.166, 4.024)
C (1.883, 3.010, -1.445)
S (2.295, 1.883, -2.898)
S (1.798, 0.082, -2.982)
H (1.141, 3.773, -1.564)
H (2.819, 3.560, -1.247)
H (1.788, 2.431, -0.545)
H (3.054, -0.537, -2.883)

These are the Mulliken partial charges, in e, on atoms 1 to 8: -0.97 -0.30 -0.95 0.27 0.27 0.30 0.20 0.33

8.
# C4H12S2

2 unconnected molecules or ions with the total composition C4H12S2 at a distorted geometry (ωB97M-V with the def2-TZVPD basis set, the OMol25 dataset).

* F_max: 4.603 eV/A
* energy above the lowest of the compared OMol25 structures with the same formula, charge and spin: 49.0 kcal/mol
* expectation value of S²: 0.75
* spin multiplicity: 2
* total charge: +1
* frontier orbital gap (spin up / spin down): 6.5612 / 2.9325 eV

Atoms and positions in Å:
C (-4.780, -1.592, 3.191)
S (-3.553, -0.479, 4.014)
S (-4.037, 0.404, 5.827)
H (-5.083, -0.999, 2.388)
H (-5.728, -1.716, 3.612)
H (-4.139, -2.323, 2.871)
H (-4.717, 1.400, 5.436)
C (2.406, 1.004, -3.518)
C (3.270, -0.038, -2.680)
C (3.095, 0.265, -1.241)
H (1.391, 0.665, -3.753)
H (3.033, 1.261, -4.418)
H (2.369, 1.979, -2.881)
H (4.231, -0.186, -3.167)
H (2.842, -1.091, -3.007)
H (3.623, 1.231, -1.044)
H (2.082, 0.531, -1.098)
H (3.695, -0.316, -0.533)

These are the Mulliken partial charges, in e, on atoms 1 to 8: -0.71 0.35 0.04 0.37 0.37 0.33 0.25 -0.95

9.
# C4H12S3

A single C4H12S3 molecule at a distorted geometry (ωB97M-V with the def2-TZVPD basis set, the OMol25 dataset).

* F_max: 2.946 eV/A
* energy above the lowest of the compared OMol25 structures with the same formula, charge and spin: 44.0 kcal/mol
* spin multiplicity: 1
* frontier orbital gap: 7.5606 eV

Atoms and positions in Å:
C (-1.544, -1.498, -1.062)
S (0.221, -1.347, -1.101)
C (0.472, -1.485, -2.871)
H (-1.824, -2.527, -1.331)
H (-2.033, -0.786, -1.762)
H (-1.930, -1.275, -0.040)
H (1.559, -1.509, -2.950)
H (0.103, -2.451, -3.243)
H (0.062, -0.596, -3.353)
C (1.188, 2.840, 1.611)
C (0.480, 1.592, 2.116)
S (0.190, 0.278, 0.837)
S (-0.744, -1.370, 2.214)
H (0.643, 3.254, 0.740)
H (2.165, 2.627, 1.148)
H (1.298, 3.602, 2.386)
H (-0.529, 1.824, 2.518)
H (1.029, 1.085, 2.914)
H (-0.807, -2.259, 1.231)

These are the Mulliken partial charges, in e, on atoms 1 to 8: -0.98 0.05 -0.86 0.29 0.29 0.40 0.31 0.30

10.
# C4H13BN5O

A gas-phase ion, C4H13BN5O (charge +1) at a distorted geometry (ωB97M-V with the def2-TZVPD basis set, the OMol25 dataset).

* F_max: 4.343 eV/A
* SMILES string: NC[C@@H]1NC(N)=[NH+][C@H]1B(N)O
* spin multiplicity: 1
* total charge: +1
* frontier orbital gap: 5.9109 eV

Atoms and positions in Å:
N (2.501, 2.029, 0.923)
C (1.964, 1.400, -0.359)
C (0.880, 0.242, 0.056)
N (1.324, -1.035, -0.689)
C (0.093, -1.926, -0.421)
N (0.005, -3.105, 0.283)
N (-0.997, -1.092, -1.107)
C (-0.658, 0.311, -0.562)
B (-1.917, 0.601, 0.465)
N (-3.028, 1.603, 0.070)
O (-2.086, -0.070, 1.803)
H (3.312, 2.615, 0.623)
H (2.792, 1.217, 1.511)
H (2.879, 0.833, -0.866)
H (1.578, 2.179, -1.147)
H (0.833, -0.159, 1.157)
H (1.208, -0.846, -1.723)
H (-0.153, -4.057, -0.116)
H (0.104, -3.033, 1.333)
H (-0.989, -1.085, -2.153)
H (-0.685, 1.212, -1.308)
H (-3.847, 1.078, -0.363)
H (-3.398, 2.096, 0.917)
H (-1.716, -1.008, 1.673)

These are the Mulliken partial charges, in e, on atoms 1 to 8: -0.63 -0.41 0.34 -0.46 0.19 -0.29 -0.34 -0.43